Entry from OMol25: a 2-piece molecular cluster, C3H9NO3 overall (ωB97M-V/def2-TZVPD).

Atoms and positions in Å:
C (-0.30406, -0.50117, 0.04774)
C (0.54243, -0.73790, 1.23254)
N (1.13355, -2.16220, 1.55150)
C (-0.41640, -0.60480, 2.42981)
O (0.00777, -0.40185, 3.54202)
O (-1.77694, -0.38618, 2.15998)
H (0.07517, -0.78052, -0.90885)
H (-0.41298, 0.65846, 0.05017)
H (-1.16251, -1.09120, 0.21056)
H (1.33556, 0.07731, 1.44681)
H (1.15541, -2.83415, 0.76789)
H (0.48418, -2.59221, 2.28602)
H (-2.14703, -0.18528, 3.10710)
O (0.78972, 4.14848, -6.04771)
H (0.89980, 3.17713, -5.93615)
H (-0.20368, 4.21606, -5.93941)

Cartesian forces (eV/Å) of the 2 atoms listed first:
0.899 2.260 -0.786
1.003 -1.503 2.568

Calculated values
Orbital gap, hartree: 0.379
Calculated total energy, eV: -10888.4194
LUMO level, eV: 0.549
SMILES: C[C@H](N)C(=O)O.O
HOMO energy, eV: -9.76


Entry from OMol25: a 2-piece molecular cluster, C3H7NO overall (ωB97M-V/def2-TZVPD).

Atoms and positions in Å:
C (-2.46324, 0.04251, -0.71876)
C (-1.31988, -0.59314, -0.47365)
O (-0.36082, -0.43035, -1.54259)
H (-3.26123, 0.05555, 0.04251)
H (-2.42319, 0.82511, -1.44893)
H (-0.84093, -1.11064, 0.33324)
H (-0.31940, -1.35937, -1.80029)
C (1.81360, 0.57905, 0.96151)
N (2.78712, 0.82273, 1.74831)
H (1.15682, 1.45146, 0.86732)
H (1.88992, -0.23753, 0.21788)
H (3.34121, -0.04537, 1.81345)

Cartesian forces (eV/Å) of the 2 atoms listed first:
0.162 -0.183 2.707
0.557 1.703 -2.527

Calculated values
Orbital gap, hartree: 0.394
Calculated total energy, eV: -6759.3510
LUMO level, eV: 0.827
SMILES: C=CO.C=N
HOMO energy, eV: -9.89


Entry from OMol25: C42H50N6O4ScSe3 as an isolated structure (ωB97M-V/def2-TZVPD).

Atoms and positions in Å:
Sc (-1.10205, 0.74672, -1.16966)
C (1.53919, 1.16538, -3.83282)
O (0.59080, 0.29958, -3.21642)
C (0.94819, -1.02583, -3.15818)
C (2.12950, -1.53489, -3.67087)
C (2.38952, -2.89632, -3.58215)
C (1.47615, -3.75239, -2.98809)
C (0.29887, -3.24619, -2.46646)
C (0.02633, -1.88321, -2.53928)
N (-1.12855, -1.27940, -2.00911)
N (-2.06139, -2.08650, -1.69700)
C (-3.27709, -1.64379, -1.30795)
C (-3.70781, -0.29650, -1.51256)
O (-2.87761, 0.62115, -1.88516)
C (-5.09316, 0.00162, -1.37490)
C (-5.97082, -0.93133, -0.92972)
C (-5.56704, -2.26612, -0.63125)
C (-6.48176, -3.22162, -0.15169)
C (-6.08309, -4.50893, 0.10313)
C (-4.75057, -4.87762, -0.11993)
C (-3.83591, -3.95905, -0.57411)
C (-4.22197, -2.63536, -0.84036)
H (1.71907, 0.86760, -4.86646)
H (1.09772, 2.15781, -3.80797)
H (2.47598, 1.17777, -3.27369)
H (2.86193, -0.89275, -4.13868)
H (3.31330, -3.28356, -3.99141)
H (1.68298, -4.81279, -2.93677)
H (-0.42884, -3.89126, -1.99639)
H (-5.40436, 1.01140, -1.61010)
H (-7.01485, -0.66705, -0.80812)
H (-7.51120, -2.92245, 0.00655)
H (-6.79583, -5.23722, 0.46618)
H (-4.44177, -5.89795, 0.06982)
H (-2.80325, -4.23527, -0.73679)
C (-2.07595, 4.94282, -0.48575)
Se (-0.43576, 3.93431, -0.75530)
C (0.12278, 4.71663, -2.46869)
C (-0.90926, 4.50526, -3.55818)
Se (-1.65936, 2.66754, -3.55872)
C (-1.54882, 2.36690, -5.48634)
H (-1.83795, 5.99547, -0.36079)
H (-2.52673, 4.54497, 0.41855)
H (-2.74773, 4.78620, -1.32603)
H (1.06980, 4.22449, -2.68835)
H (0.31351, 5.77915, -2.32065)
H (-0.49530, 4.69177, -4.54893)
H (-1.75358, 5.17634, -3.41659)
H (-0.51205, 2.35445, -5.81417)
H (-2.11095, 3.13982, -6.00112)
H (-2.00357, 1.39704, -5.67406)
O (-1.95700, 1.85011, 0.35347)
N (-2.61339, 1.13129, 1.20145)
N (-2.19843, -0.06064, 1.25049)
O (-1.17529, -0.44922, 0.51426)
C (-2.86847, -1.01200, 2.08155)
C (-2.31587, -2.27570, 2.21448)
C (-2.96583, -3.21339, 2.99993)
C (-4.15210, -2.88857, 3.63769)
C (-4.68991, -1.61530, 3.50300)
C (-4.05405, -0.66683, 2.72373)
H (-1.39356, -2.51073, 1.70331)
H (-2.54627, -4.20465, 3.10538)
H (-4.66468, -3.62872, 4.23791)
H (-5.61133, -1.35558, 4.00649)
H (-4.45775, 0.32677, 2.59928)
C (3.39041, 4.53795, 3.28431)
C (2.79562, 3.13825, 3.41457)
C (1.51691, 3.00603, 2.59258)
C (0.86521, 1.62834, 2.66995)
N (1.77569, 0.54758, 2.32196)
C (2.11132, 0.16965, 1.07327)
Se (1.52560, 0.92585, -0.51042)
N (2.96481, -0.87895, 1.15519)
C (3.56092, -1.60782, 0.04229)
C (5.08966, -1.49262, -0.00373)
C (5.64156, -0.06852, -0.07401)
C (5.41328, 0.61540, -1.41973)
C (3.16952, -1.18584, 2.49351)
C (3.91937, -2.17806, 3.11111)
C (3.91302, -2.20535, 4.49376)
C (3.17967, -1.27729, 5.23705)
C (2.41754, -0.30022, 4.62334)
C (2.41971, -0.27442, 3.23578)
H (4.33744, 4.61078, 3.81840)
H (2.71059, 5.28740, 3.69226)
H (3.56881, 4.77924, 2.23489)
H (2.58791, 2.92357, 4.46749)
H (3.52878, 2.40289, 3.06943)
H (1.73692, 3.23648, 1.55025)
H (0.77809, 3.73607, 2.93433)
H (0.01577, 1.59076, 1.98987)
H (0.50536, 1.43140, 3.67930)
H (3.11366, -1.22736, -0.87367)
H (3.27968, -2.65827, 0.14357)
H (5.42809, -2.05176, -0.87943)
H (5.50783, -1.98661, 0.87511)
H (6.71439, -0.11872, 0.12004)
H (5.20278, 0.53683, 0.72561)
H (5.76407, -0.01500, -2.24022)
H (5.95644, 1.55990, -1.46328)
H (4.35679, 0.83367, -1.56866)
H (4.47851, -2.90610, 2.54060)
H (4.48725, -2.96246, 5.00999)
H (3.20421, -1.32814, 6.31702)
H (1.85106, 0.41182, 5.20742)

Cartesian forces (eV/Å) of the 2 atoms listed first:
1.909 0.921 -0.736
0.011 0.224 -0.013

Calculated values
Orbital gap, hartree: 0.251
Calculated total energy, eV: -278232.3639
Total charge: +1
LUMO level, eV: -3.050
HOMO energy, eV: -9.87


Entry from OMol25: C5H20N11O8V as an isolated structure (ωB97M-V/def2-TZVPD).

Atoms and positions in Å:
V (0.03992, 0.29114, 0.26028)
N (-0.82750, 3.16692, 1.72777)
O (-0.65856, 4.15131, 1.03917)
O (-1.42022, 3.19196, 2.83064)
O (-0.38791, 2.11864, 1.35207)
C (-1.06310, -1.72341, 2.56283)
O (-1.25537, -1.10473, 1.54761)
N (-2.00982, -1.87174, 3.43059)
N (0.07385, -2.19449, 2.86480)
H (-1.83954, -2.55899, 4.15087)
H (-2.78152, -1.22076, 3.45905)
H (0.90959, -2.07406, 2.31061)
H (0.07910, -2.63340, 3.77443)
C (2.76230, 0.15393, 2.19852)
O (1.72875, -0.10960, 1.62358)
N (3.15365, -0.23723, 3.36440)
N (3.62244, 1.04452, 1.85016)
H (4.07882, 0.03442, 3.66500)
H (2.71690, -1.09596, 3.66761)
H (3.15654, 1.70330, 1.24267)
H (4.45020, 1.28559, 2.37627)
C (0.82936, 2.33961, -1.99673)
O (1.12078, 1.40310, -1.24044)
N (-0.25507, 2.52918, -2.56296)
N (1.76654, 3.10561, -2.37456)
H (-1.07017, 1.93415, -2.52249)
H (-0.28786, 3.27367, -3.24470)
H (2.66976, 2.78256, -2.05842)
H (1.52978, 3.82496, -3.04283)
C (-2.71323, -0.19108, -1.53008)
O (-1.67019, 0.14175, -1.02052)
N (-3.85050, -0.30947, -0.95059)
N (-2.95160, -0.50961, -2.75373)
H (-4.55910, -0.82813, -1.44957)
H (-3.83573, -0.32009, 0.05925)
H (-2.30363, -0.31242, -3.50296)
H (-3.90584, -0.50327, -3.08461)
C (0.78958, -2.14002, -1.75323)
O (1.04829, -1.36495, -0.78691)
N (-0.39961, -2.55174, -2.02684)
N (1.58877, -2.44657, -2.75853)
H (-0.62645, -3.00967, -2.89801)
H (-1.12230, -2.07424, -1.50741)
H (2.50653, -2.03369, -2.84431)
H (1.17324, -3.05683, -3.44774)

Cartesian forces (eV/Å) of the 2 atoms listed first:
0.021 -0.361 -0.369
-1.928 2.547 2.519

Calculated values
Orbital gap (alpha / beta), hartree: 0.080 / 0.287
Calculated total energy, eV: -63965.8504
2S+1: 5
LUMO level (alpha / beta), eV: -0.054 / -0.084
HOMO energy (alpha / beta), eV: -2.22 / -7.89